DFT (wB97M-V/def2-TZVPD) results for a single C4H7NOS molecule.

The geometry in XYZ format:
```
14
Properties=species:S:1:pos:R:3:forces:R:3:lowdin_charge:R:1
H -2.31493 1.39769 -0.03165 -0.9 -0.2 -1.0 0.074
C 0.27174 -1.18444 -0.10840 -3.0 0.1 0.6 -0.218
H 1.68939 1.55549 -0.81862 0.0 0.8 0.7 0.012
H 3.31544 2.26147 -0.37447 1.2 0.4 0.3 -0.017
H -0.20847 -2.15579 -0.19969 0.5 -0.5 -0.5 0.116
H -2.74847 0.46419 1.36462 -0.6 0.1 -1.7 0.096
C -2.79065 0.43268 0.19380 -0.8 -1.4 3.4 -0.131
N -0.62911 -0.27102 0.06881 1.2 1.4 -0.3 0.018
S 2.89512 -0.05485 0.14034 1.3 0.7 0.4 0.957
H 2.04156 -2.15982 0.08537 0.8 -0.2 0.3 0.041
C 1.68379 -1.15293 0.08324 -0.7 0.4 -0.4 -0.480
C 2.58159 1.53716 -0.17441 -2.6 -2.5 -1.2 -0.367
O -1.95910 -0.64918 -0.14376 1.9 -0.9 -0.6 -0.223
H -3.82789 -0.02066 -0.08519 1.7 1.9 0.1 0.121
```
Positions in Å, forces in eV/Å.

For the highest occupied orbital energy (alpha / beta), the calculation gives -7.72 / -7.77 eV. Its net charge is 0. The value obtained for the maximum force is 3.778 eV/A. As for the energy above the lowest of the compared OMol25 structures with the same formula, charge and spin: 133.1 kcal/mol. The calculation puts the molar mass at 117.17 g/mol. The lowest unoccupied orbital energy (alpha / beta) is -0.0149 / -0.0191 hartree.

=====

DFT (wB97M-V/def2-TZVPD) results for C33H25N7O6RuS as an isolated structure.

The geometry in XYZ format:
```
73
Properties=species:S:1:pos:R:3:forces:R:3:lowdin_charge:R:1
H -5.29228 2.19311 -0.74085 0.0 0.0 0.0 0.105
C 2.66166 3.92833 -4.09279 0.0 0.0 0.0 -0.170
H -1.34354 -4.64848 1.22932 0.0 0.0 0.0 0.101
O 3.31080 -0.87658 1.93922 0.0 0.0 -0.1 0.030
H -1.29669 -2.77531 -2.84416 0.0 0.0 0.0 0.112
O 1.29769 -1.68957 -1.45621 -0.2 -0.3 0.1 -0.204
H -5.54286 -0.72610 -8.10260 0.0 0.0 0.0 0.071
C -3.38588 0.65760 -4.33458 0.0 0.0 0.0 -0.049
C -2.06471 -0.27796 -6.11065 0.0 0.0 0.0 -0.050
N 1.90538 0.23270 0.48265 0.3 0.2 0.3 -0.030
N 2.54524 4.97101 -4.56162 0.0 0.0 0.0 0.152
H 1.35194 4.63831 -0.04273 0.0 0.0 0.0 0.104
C -0.57409 -3.88978 1.27118 0.0 0.0 0.0 -0.056
H -2.66086 -1.17457 -0.78847 0.0 0.0 -0.1 0.082
O 0.40795 0.16945 -4.66280 0.0 -0.1 0.0 -0.317
C 2.29599 -0.79423 1.24825 -0.1 -0.2 0.2 -0.456
N 0.06063 -1.63112 0.83250 -0.1 -0.1 0.0 0.070
C -1.97899 1.94048 -0.18402 0.2 -0.1 0.1 -0.183
C 3.36892 4.13609 0.55511 0.0 0.0 0.0 -0.105
C -4.51319 0.56977 -5.13035 0.0 0.0 0.0 -0.041
H 4.92892 -0.01224 -3.39453 0.0 0.0 0.0 0.110
N 0.35096 2.04005 -0.14326 0.0 0.7 -0.1 -0.030
C 2.82691 2.61671 -3.53089 0.0 0.0 0.0 -0.180
H 0.94093 2.64389 -2.48820 0.0 0.0 0.0 0.111
H 3.08935 -0.80368 -1.92478 0.0 0.0 0.0 0.114
C -4.11742 0.38925 -0.77734 0.0 0.0 0.0 -0.073
C 0.70191 -4.17595 1.73253 0.0 -0.1 0.0 -0.054
Ru 0.41332 0.11079 -0.86756 1.6 -1.1 0.4 1.418
O 1.07810 -3.75911 -2.24433 0.0 0.0 -0.1 0.026
H 2.65884 -3.31460 2.10210 0.0 0.0 0.0 0.118
C 3.04902 0.16305 -2.40495 0.0 -0.1 0.1 -0.073
H 5.26687 3.35809 1.16794 0.0 0.0 0.0 0.090
C 4.06742 0.61700 -3.22518 0.0 0.0 0.0 -0.020
H -6.54657 -0.29528 -6.71363 0.0 0.0 0.0 0.073
S -0.72539 0.34281 -3.77437 -0.4 0.6 0.2 0.547
C 1.64739 -3.16994 1.75089 0.0 0.1 0.0 0.008
H -1.83515 -2.34735 0.48483 0.0 0.0 0.0 0.083
N 1.95661 0.88637 -2.15122 -0.5 0.1 -0.5 -0.009
H 4.50038 0.99537 1.21228 0.0 0.0 0.0 0.097
O -0.85493 3.92270 0.48353 0.0 0.0 -0.1 0.022
C 4.24294 3.12111 0.90407 0.1 0.0 0.0 -0.107
H -5.46833 0.90959 -4.74422 0.0 0.0 0.0 0.110
C -4.44018 0.05567 -6.42576 0.0 0.0 0.0 -0.284
O -0.89512 1.62610 -3.11757 0.0 0.3 -0.4 -0.351
C -3.22034 2.54573 -0.31510 0.0 0.0 0.1 0.004
H -4.93159 -0.27146 -1.04287 0.0 0.0 0.0 0.104
H -5.87936 0.96544 -7.74379 0.0 0.0 0.0 0.080
C -2.15831 0.23269 -4.82860 0.0 -0.3 0.1 -0.258
N -0.84207 -0.72207 -2.61800 0.4 0.1 -0.2 -0.281
H -3.13088 -0.76796 -7.90437 0.0 0.0 0.0 0.107
C 1.29107 -1.91915 1.27478 -0.2 0.2 -0.1 -0.189
N -1.78511 0.62279 -0.29891 -0.5 0.1 -0.6 0.046
C 1.84089 2.09379 -2.70763 0.1 0.1 0.1 -0.072
C 2.52092 1.49437 0.57672 -0.4 0.3 -0.1 -0.209
H -0.16876 -2.15947 -4.04326 0.0 0.0 0.0 0.111
C 1.62939 2.53339 0.22035 -0.1 -0.5 0.1 -0.218
C -5.66850 -0.00715 -7.29300 0.0 0.0 0.0 -0.061
C 2.04642 3.85415 0.21519 0.1 -0.1 0.0 -0.025
C -3.20575 -0.36586 -6.90009 0.0 0.0 0.0 -0.046
H 3.70884 5.16462 0.54586 0.0 0.0 0.0 0.092
C -0.74812 2.76383 0.07848 -0.1 -0.1 0.1 -0.474
C 0.72378 -2.59198 -2.17674 0.0 0.0 0.0 -0.634
H -3.43928 1.06876 -3.33570 0.0 0.0 0.0 0.094
C -0.45979 -2.08560 -2.99134 -0.3 0.1 0.1 -0.184
H -1.09913 -0.59062 -6.48541 0.0 0.0 0.0 0.109
H -3.27550 3.61710 -0.18552 0.0 0.0 0.0 0.118
C 3.96181 1.86301 -3.80456 0.0 0.0 0.0 0.000
H 0.95386 -5.17541 2.06361 0.0 0.0 0.0 0.105
C 3.82965 1.78959 0.92655 -0.1 0.0 0.0 -0.021
C -2.84542 -0.12533 -0.62638 0.1 0.0 0.2 -0.145
C -4.30959 1.75531 -0.61445 -0.1 0.0 0.0 -0.066
C -0.84864 -2.60486 0.83886 0.1 0.0 0.1 -0.122
H 4.73560 2.25809 -4.44891 0.0 0.0 0.0 0.122
```
Positions in Å, forces in eV/Å.

For the highest occupied orbital energy (alpha / beta), the calculation gives -4.64 / -4.60 eV. Its net charge is -1. The value obtained for the maximum force is 1.981 eV/A. Its spin multiplicity is 2. As for the energy above the lowest of the compared OMol25 structures with the same formula, charge and spin: 0.0 kcal/mol. The calculation puts the molar mass at 748.74 g/mol. Its expectation value of S² is 0.756. The lowest unoccupied orbital energy (alpha / beta) is 0.0868 / 0.0865 hartree.

=====

DFT (wB97M-V/def2-TZVPD) results for a 3-piece molecular cluster, C16H46F3N7O4P3S overall.

The geometry in XYZ format:
```
80
Properties=species:S:1:pos:R:3:forces:R:3:lowdin_charge:R:1
H -2.78483 2.17628 -3.61811 0.0 0.1 -0.1 0.075
F 1.52793 -1.67604 -4.17336 -0.1 0.2 -0.2 0.191
H 5.50039 1.37986 5.09887 0.0 -0.1 0.0 0.088
H 2.76561 5.03031 6.21577 -0.1 -0.2 0.1 0.095
H 2.35837 1.95130 1.40505 0.1 0.0 -0.2 0.040
H 4.41290 -0.55463 5.48511 0.1 0.1 -0.1 0.088
H 1.03311 -5.38312 1.18696 -0.2 -0.1 0.3 0.076
H -1.42841 -1.45800 -2.94242 0.1 -0.1 0.0 0.051
H 4.95305 1.48925 3.42621 0.1 0.0 0.0 0.068
C 3.53121 -0.26313 4.91320 -0.2 0.0 -0.2 -0.134
O 1.25129 0.61378 3.91630 -1.8 0.4 2.1 -0.320
H 3.21431 4.58859 4.58150 -0.1 -0.1 -0.1 0.069
C -6.60453 -1.01889 -2.41555 0.0 0.3 0.1 -0.134
H -4.34126 1.57117 -6.54150 0.1 0.1 0.1 0.085
H 2.38931 -4.14952 -0.20042 0.2 0.0 -0.1 0.095
N -3.26375 -1.68421 -4.00286 1.5 0.5 2.1 -0.295
H -5.64003 -1.82944 -5.52172 0.1 0.2 0.0 0.072
H -0.18567 2.45438 2.62018 0.0 0.0 -0.1 0.077
C -2.70092 -1.74089 -5.34118 0.1 0.4 -0.3 -0.135
C -2.26781 -2.15746 -3.03386 -0.4 -0.2 0.2 -0.154
H 0.47259 3.93436 1.90298 0.2 0.1 0.0 0.086
H -5.26404 2.18543 -5.15098 0.0 0.0 0.0 0.091
C 1.83055 -4.90771 1.74829 0.8 0.1 -0.3 -0.077
F 0.74309 -2.06959 -2.20114 0.1 0.1 0.4 0.119
P 2.70721 -0.42782 -0.36189 -0.3 -0.1 0.4 0.972
H 3.72029 2.59390 2.36247 -0.1 -0.1 0.1 0.051
N 3.43110 1.18940 4.87059 -0.1 -0.8 -0.3 -0.306
H -6.98124 -2.38854 -4.56587 0.0 0.0 0.1 0.083
C 1.78497 -2.22082 -3.01187 -0.3 0.3 -0.5 -0.720
C 2.10852 -2.48092 1.13021 0.6 -0.8 -0.5 -0.226
H 1.06507 2.08641 7.18080 0.0 0.0 0.0 0.082
H 0.00300 3.92083 3.59653 0.0 -0.1 0.0 0.077
H -1.87676 -3.13814 -3.31469 0.0 0.0 -0.1 0.080
H -6.94712 -0.70318 -5.08123 0.0 0.0 0.0 0.078
H 1.48538 3.73878 7.61402 0.1 0.0 0.0 0.083
C -6.32330 -1.53133 -4.72592 0.3 -0.5 -0.3 -0.133
H 2.54434 -5.65542 2.08631 -0.2 -0.3 -0.1 0.077
S 3.29181 -1.34556 -2.28751 2.7 -0.5 -0.7 0.629
C -2.65874 1.54956 -4.50953 0.2 -0.2 0.4 -0.136
H 3.60583 -0.70810 3.90509 0.0 -0.1 0.0 0.058
N -5.63510 -1.19893 -3.49572 -0.4 0.3 0.5 -0.312
H -3.43320 -1.48921 -6.10145 0.0 0.1 0.1 0.071
C 0.46107 3.32111 2.80315 -0.3 -0.1 0.4 -0.114
O 4.22187 -2.36945 -1.92978 -0.8 -0.4 0.8 -0.274
P -4.19353 -0.30193 -3.37947 -3.6 0.5 -4.2 0.697
N 3.17980 -1.46860 0.79540 -1.0 0.7 0.2 -0.205
H -2.72790 -2.26288 -2.04592 0.0 0.0 0.0 0.083
C 4.69765 1.75654 4.46199 0.2 0.5 0.5 -0.131
H -6.10830 -0.97681 -1.45140 0.0 0.1 0.0 0.068
C 1.16375 3.10335 6.78976 0.2 -0.4 0.2 -0.124
H 0.17433 3.43533 6.45957 0.0 0.1 0.1 0.080
C 2.69170 2.78021 2.06148 0.1 -0.3 -0.2 -0.136
O 3.84090 -0.34106 -3.13814 -1.4 0.8 0.0 -0.271
H -1.74539 0.95160 -4.37602 0.0 0.0 0.0 0.064
F 2.07018 -3.48165 -3.15413 0.1 -0.4 0.1 0.206
H -7.19695 -0.10427 -2.53522 0.0 0.0 0.1 0.087
C 2.59087 -3.90746 0.84252 -0.5 0.0 0.6 -0.227
H -2.49212 2.20473 -5.36353 -0.1 -0.1 -0.1 0.084
H 2.67177 -0.69997 5.41037 -0.1 0.0 -0.1 0.076
H 1.22217 -2.33066 0.50759 -0.1 0.4 0.2 0.098
H 4.72504 2.84108 4.56564 -0.2 0.0 -0.1 0.077
H -2.38928 -2.77297 -5.52750 0.0 0.0 0.2 0.089
H 1.45838 -4.43008 2.65204 -0.2 0.0 0.0 0.071
N -3.80038 0.68181 -4.73732 -0.1 -0.4 -0.6 -0.347
N 2.15250 3.12939 5.69139 -2.5 -0.8 0.8 -0.296
H 1.54206 5.04313 4.93771 0.0 0.0 0.0 0.080
H -1.82514 -1.09250 -5.47876 0.0 0.0 -0.1 0.073
O -4.62263 0.72661 -2.37365 2.5 -1.1 1.6 -0.292
H -5.59260 0.58899 -5.84768 0.0 0.0 0.1 0.050
H 3.36224 0.80003 -0.23647 0.2 -0.1 -0.3 0.035
H 3.48877 -0.96321 1.62494 0.3 -0.2 0.0 0.089
N 1.81085 2.92726 3.18025 0.6 0.5 0.2 -0.346
H 1.82766 -2.35002 2.17094 0.0 0.2 0.1 0.120
C -4.80427 1.29176 -5.59147 -0.3 0.1 0.1 -0.109
C 2.42078 4.51116 5.31880 -0.2 0.2 -0.5 -0.128
H -7.28237 -1.87387 -2.38907 0.0 0.0 -0.2 0.082
H 3.66466 -3.99002 0.98987 0.1 0.1 0.1 0.113
P 1.88721 1.84022 4.52037 4.2 1.0 -2.8 0.715
H 1.32450 -0.19167 -0.35169 0.0 0.1 -0.2 0.044
H 2.73561 3.70183 1.47576 -0.3 0.0 -0.1 0.095
```
Positions in Å, forces in eV/Å.

For the highest occupied orbital energy, the calculation gives -10.06 eV. Its net charge is +1. The value obtained for the maximum force is 5.565 eV/A. As for the energy above the lowest of the compared OMol25 structures with the same formula, charge and spin: 37.1 kcal/mol. The calculation puts the molar mass at 582.57 g/mol. The lowest unoccupied orbital energy is -0.1548 hartree.

=====

DFT (wB97M-V/def2-TZVPD) results for a 6-piece molecular cluster, C4H20O6 overall.

The geometry in XYZ format:
```
30
Properties=species:S:1:pos:R:3:forces:R:3:lowdin_charge:R:1
O 10.07915 -0.81502 12.05256 0.5 -0.7 -0.4 -0.108
H 11.90998 -3.39024 11.23829 0.4 0.1 -0.3 0.059
H 11.98573 -0.47548 11.38871 0.2 -0.2 -0.6 0.093
H 9.18174 6.06320 12.79932 0.0 0.2 0.1 0.075
O 12.56346 1.29843 17.74726 0.4 0.1 0.5 -0.060
H 13.31784 1.73794 14.92570 -0.1 0.2 0.1 0.087
H 11.69526 -2.32424 9.77924 0.1 -0.1 0.2 0.062
H 7.62955 -0.37823 14.51904 0.0 -0.3 0.0 0.028
H 9.34228 3.11103 13.84482 0.2 1.0 0.2 0.018
H 10.78061 6.64081 13.33839 0.3 -0.2 -0.6 0.086
C 12.39638 2.00958 14.41069 0.1 -0.1 -0.5 -0.137
H 11.90179 -1.54938 12.71991 0.0 -0.5 0.0 0.097
O 9.14381 2.24608 13.48608 0.1 -0.5 -0.2 -0.043
H 12.34205 1.41926 13.49599 0.0 -0.3 -0.1 0.067
H 10.54143 5.14887 12.18613 0.6 0.9 -0.3 0.085
H 10.50592 1.94848 14.76731 -0.1 -0.2 0.0 0.028
H 12.10725 1.65267 16.98397 -0.5 0.1 -0.4 -0.022
H 8.30850 0.97477 14.53690 0.1 0.3 -0.2 -0.035
H 12.40765 3.04568 14.07237 0.2 0.2 0.3 0.073
C 10.20865 5.77014 13.01763 -0.7 -1.4 1.1 -0.080
O 10.20154 4.76796 14.08554 -0.1 0.1 -0.2 -0.165
H 10.33794 -2.97958 10.70269 -0.2 0.4 0.1 0.066
C 11.41787 -1.32439 11.76949 -1.0 -0.1 -0.4 -0.264
H 10.34069 5.12721 14.96485 -0.1 0.3 -0.1 0.092
C 11.34751 -2.57618 10.78108 0.0 1.1 1.4 -0.060
O 11.30185 1.73579 15.26013 0.2 0.1 0.2 -0.129
H 10.18476 -0.01287 12.56929 0.0 0.1 0.1 0.038
H 12.69751 0.37383 17.53900 0.0 -0.2 0.0 0.029
O 7.61792 0.46869 14.96494 -0.4 -0.2 0.4 -0.060
H 8.75624 2.42478 12.62929 -0.2 -0.1 -0.2 0.080
```
Positions in Å, forces in eV/Å.

For the highest occupied orbital energy, the calculation gives -10.27 eV. Its net charge is 0. The value obtained for the maximum force is 1.898 eV/A. As for the energy above the lowest of the compared OMol25 structures with the same formula, charge and spin: 27.1 kcal/mol. The calculation puts the molar mass at 164.20 g/mol. The lowest unoccupied orbital energy is 0.0068 hartree.